# 1
The following is a quantum chemistry calculation of an isolated molecule of C26H25N3O4S2, from OMol25.

Structure (XYZ):
```
60
Properties=species:S:1:pos:R:3:forces:R:3
C -2.522114 0.904290 1.678351 -0.49 -0.05 0.09
C 1.729550 -1.059730 3.502916 0.37 0.08 -0.08
C -0.716740 1.082356 -5.460113 0.02 -0.31 0.09
H -1.341550 0.035553 -7.182487 -0.01 0.08 -0.04
C -0.071444 0.602529 -3.328247 -0.01 0.42 -0.03
H 1.247625 2.409748 -0.982954 0.02 0.05 -0.09
N 1.018342 1.286530 0.830157 -0.06 0.33 -0.20
H -0.023429 -3.895097 -4.887493 -0.16 0.04 0.10
H -1.756464 -3.745240 -4.549106 0.17 0.02 0.02
H 2.628451 -1.163242 6.020251 0.04 0.08 0.01
H -0.381992 1.483798 -7.514635 0.03 0.01 -0.08
H -3.966724 3.074260 0.823979 -0.04 -0.04 -0.24
H 0.803600 -1.099054 -2.423377 0.05 0.03 0.09
O 0.148645 4.270337 -3.246087 -0.03 -0.05 0.08
C -1.155669 1.059656 -6.874988 -0.06 -0.01 -0.14
C -0.470211 0.033510 -4.566133 -0.03 0.34 -0.12
H -0.574692 3.164988 -5.162631 0.01 -0.10 0.00
C 0.341330 -0.163051 -2.124357 0.13 -0.01 0.12
H -3.870903 4.028067 2.384878 -0.04 0.16 0.15
N -0.491009 2.223765 -4.805403 -0.04 0.07 -0.05
H -2.951688 0.050664 2.214785 0.08 0.15 -0.25
N -1.080944 0.698026 1.695959 0.06 -0.12 0.02
C -0.571326 -4.356049 -2.836068 -0.02 0.39 -0.26
C 1.299859 -1.984685 4.555966 0.00 -0.18 0.22
C 1.573592 0.473182 1.744079 -0.23 -0.45 0.44
H 0.586529 4.062573 -0.831383 0.08 -0.12 -0.12
C 3.036855 -0.830166 3.205043 -0.11 0.13 -0.15
S 3.281306 0.280988 1.902051 -0.42 -0.08 0.16
H -0.530884 -0.410004 -1.518383 -0.02 -0.06 0.10
C 0.864578 -0.297394 2.656384 0.40 0.25 -0.33
H -2.537378 2.244859 3.401341 0.01 0.07 0.15
H 0.428504 -4.195524 -2.441194 0.10 -0.03 0.07
C -0.571203 -0.177542 2.691209 0.11 0.01 -0.07
H 1.943813 -2.730253 7.793090 0.03 0.00 0.07
H -0.110561 -3.021063 3.320933 -0.06 0.02 -0.06
C -2.895974 2.173327 2.383351 0.05 -0.16 0.04
C -3.609943 3.138662 1.838400 -0.07 0.04 0.07
C -0.104987 1.984816 -3.501705 0.00 -0.54 -0.22
C 0.524425 -3.751036 6.556636 0.02 -0.01 0.10
C 0.156246 3.170447 -2.714847 0.06 0.14 0.25
C -0.050022 -3.828925 5.299083 -0.04 -0.06 -0.07
C 1.492453 -2.794837 6.813694 0.02 -0.09 0.13
C -0.639657 -1.377791 -4.917506 -0.06 -0.02 -0.35
O -0.829973 -1.787488 -6.041824 0.01 -0.09 0.09
H 1.042636 0.395853 -1.512429 -0.01 0.00 0.08
C -0.275629 1.363752 0.834816 0.79 0.21 -0.30
C 0.334289 -2.953022 4.301435 0.08 -0.03 0.07
C 1.881865 -1.917994 5.818503 -0.05 0.02 -0.11
H 3.894234 -1.275723 3.669373 0.13 -0.17 0.14
O -1.339840 -0.724703 3.451935 -0.13 -0.03 0.16
C 0.410220 3.061761 -1.227744 -0.21 0.07 0.28
H -2.061639 1.651373 -7.001979 -0.06 0.04 -0.04
H -1.294472 -4.021500 -2.097094 -0.07 -0.03 0.11
H -2.872457 0.911562 0.643127 -0.02 -0.09 0.09
S -1.044353 2.376487 -0.373055 -0.17 0.24 -0.26
C -0.755280 -3.588118 -4.131501 -0.06 -0.53 -0.23
H 0.218478 -4.434011 7.335454 -0.03 -0.05 0.06
O -0.583583 -2.198655 -3.858159 0.02 0.18 0.28
H -0.802745 -4.575805 5.094245 -0.06 -0.06 -0.02
H -0.713914 -5.417205 -3.017825 -0.01 -0.11 0.00
```
Positions in Å, forces in eV/Å.

Output
- SMILES: C=CCn1c(SCC(=O)c2[nH]c(C)c(C(=O)OCC)c2C)nc2scc(-c3ccccc3)c2c1=O
- 2S+1: 1
- Energy above the lowest of the compared OMol25 structures with the same formula, charge and spin: 0.3 kcal/mol
- HOMO-LUMO gap: 8.5 eV
- Lowest unoccupied orbital energy: 0.3 eV
- HOMO level: -8.1 eV

# 2
The following is a quantum chemistry calculation of a structure of composition C43H45As2BIN7O3S3V, from OMol25.

Structure (XYZ):
```
106
Properties=species:S:1:pos:R:3:forces:R:3
H 2.249265 0.215257 4.254209 -0.95 -0.45 -0.17
C -0.784872 -3.144793 0.927935 0.81 -2.30 -0.60
N -0.074160 -2.821016 -2.668673 0.50 1.54 -1.26
H 4.008094 2.602236 -4.164918 -0.06 0.51 0.08
H -1.966191 5.921593 0.118654 -1.39 -0.73 0.20
C -0.327922 -5.896381 1.560029 -0.60 -0.27 0.56
H 6.685310 -2.822168 -1.843762 -0.30 0.36 -0.22
S 0.089896 1.470785 -3.865015 -0.48 0.94 -0.22
C -3.693463 3.050943 1.036225 0.60 1.38 0.61
H 3.774964 -0.389983 -0.428255 -0.50 -0.09 0.25
N 2.620372 1.026008 -4.985730 -1.90 -0.37 0.51
H -5.788651 2.803676 1.044485 -0.39 -0.06 -0.06
H 4.115970 0.616700 -6.342678 0.51 -0.38 -0.44
H -1.691446 -0.814631 5.698160 0.17 -0.28 0.16
C -0.468088 -0.480495 -6.311264 0.22 -0.05 -0.01
H -3.417126 -1.846588 -0.045498 0.27 0.49 0.61
As -1.081771 -1.196003 0.674223 -0.30 -0.64 1.39
C 1.195858 -0.131587 4.097504 1.16 0.75 0.24
H -1.023572 -0.262811 -5.396908 -0.13 -0.37 -0.21
C -5.366437 2.459034 3.874844 0.08 0.12 1.33
C 6.523737 -0.244882 -2.683650 -0.12 -1.31 -0.18
C -5.304914 0.105924 3.785867 0.70 -0.42 -0.10
C -2.858021 5.249518 0.302236 -0.19 0.40 -0.47
N -0.248173 -1.432511 -2.549088 -3.26 -2.19 0.38
C 4.503373 0.540898 1.320285 1.79 0.33 0.56
N 0.861724 0.084959 -6.051884 2.84 1.14 0.58
C 0.536949 -4.915392 2.014751 1.48 0.89 -0.81
H 3.333556 3.532192 2.557450 0.62 -0.16 0.21
C 0.319756 -0.228012 5.181634 0.20 -1.25 -0.42
C -4.846652 1.328358 3.271713 -0.01 -0.76 0.07
H 1.879653 3.254864 0.610787 -0.86 0.81 0.17
H 1.869184 -0.658535 -7.758182 0.90 0.71 0.95
O 4.530770 2.514873 4.572721 0.46 -1.08 -0.72
C 2.609108 2.533796 0.862076 0.72 -1.28 -0.72
H 5.073503 -2.755248 -1.127575 -0.01 0.42 -0.32
H -3.267748 0.589677 -0.210537 0.18 0.46 -0.55
H -0.362703 -1.574431 -6.504214 -0.15 0.85 0.25
H 1.275707 -2.861017 1.684319 -1.08 -0.82 0.34
H 6.398443 1.812849 -3.483051 -0.87 -1.27 0.52
H -2.107321 -0.289686 -2.830269 0.65 -0.30 -0.06
C 3.639874 0.431244 0.274610 -0.42 -0.51 -1.40
C -1.371719 -1.070109 3.636669 -0.95 -0.17 -0.16
H -4.773988 0.103726 0.535360 0.52 0.15 0.20
C -1.526338 -5.537763 0.921676 1.44 1.08 -0.70
H 5.254615 -3.286720 -2.831279 0.34 0.66 0.70
H -7.093518 1.127490 6.517077 0.13 -0.22 -0.30
C 5.910753 0.844487 -3.177124 1.18 2.61 -0.64
H -2.380139 -1.511520 3.520228 0.65 0.42 -0.03
C -4.988297 3.479143 0.797649 0.13 -0.41 0.39
C -3.086797 -1.231745 0.834746 -0.08 -0.57 -0.54
I -3.914795 -2.671042 -4.552997 0.64 0.10 0.36
H 0.806286 -3.303697 -2.444582 -0.45 0.85 -0.03
C -4.197580 5.612645 -0.005502 0.52 0.28 0.27
C 4.491932 1.698450 2.101404 -1.03 -0.12 1.29
S 5.265087 1.522476 3.757701 -1.08 1.27 0.62
H -0.025230 -6.936463 1.718224 -0.60 0.28 0.25
C 0.751001 -0.401714 2.796928 0.26 0.17 -0.35
H 1.188281 2.068918 -1.191606 0.74 -1.01 0.23
C -5.248090 4.764396 0.373999 -0.93 0.51 -1.56
H -3.476317 -1.773910 1.714642 0.49 0.23 -0.24
C -1.026450 -3.351882 -3.424607 -2.23 -0.08 0.21
H 2.635132 1.738920 -2.852839 0.62 0.12 -0.79
C -6.109424 0.003173 4.938476 0.54 -0.96 -0.94
N 5.523666 -1.202528 -2.564022 -1.44 0.72 0.27
H -2.256353 -6.272004 0.639700 -0.13 -0.25 -0.17
H -1.038169 -4.403980 -3.700117 0.15 0.31 0.12
H -4.427149 6.570043 -0.507247 0.22 -0.56 0.51
C -0.953778 -0.747552 4.905611 -0.13 0.60 0.97
H 1.404496 -0.333289 1.914310 0.10 0.30 0.67
C -2.650589 3.992996 0.861884 0.24 -0.76 0.64
O 6.677963 1.839819 3.651020 -0.19 -0.70 -0.27
H 7.569159 -0.526271 -2.503712 -0.70 0.52 -0.05
S 2.929704 -1.601218 -2.967266 -0.42 -0.65 -0.06
As -3.234942 1.483923 2.086347 -0.57 -0.29 0.32
C 2.033847 -0.094350 -6.809311 -0.89 -0.91 -0.47
C -6.507196 1.128942 5.597172 0.11 1.95 -0.08
N 4.550579 0.654117 -3.302480 -0.05 -1.60 0.00
V 1.225003 -0.039446 -2.504660 1.03 0.16 -0.23
C -3.676462 0.173396 0.691135 -0.77 -0.85 -0.01
C 1.275495 0.823393 -4.940721 -1.15 -0.32 -1.09
O 4.875451 0.125988 4.009733 0.68 0.67 0.18
H -2.585800 -3.898000 -0.020001 0.06 -0.21 0.19
H 0.679091 -0.162596 6.227059 -0.33 0.47 -0.86
H -1.679092 3.706819 1.307925 -0.36 0.33 -0.66
H -6.541836 3.266556 5.452302 -0.09 0.83 0.54
C -6.127376 2.381526 5.047589 -0.38 -1.56 -0.85
C -1.688185 -4.195766 0.523460 0.12 1.16 1.19
H -5.049692 3.420007 3.536377 0.00 0.65 -0.23
H -4.927922 -0.821380 3.335992 -0.25 0.27 0.18
H 0.697345 0.813095 -0.376431 0.33 -0.21 0.80
C 3.508885 2.690040 1.899214 0.46 -0.48 -0.26
B 3.444509 1.624307 -3.806023 -0.32 0.10 0.86
C 5.635103 -2.572172 -2.054320 0.12 -0.75 -0.61
C -1.575899 -1.238560 -2.942821 1.49 -1.15 -0.75
H -6.323675 5.026725 0.161364 1.36 -0.01 0.32
C 2.665356 1.392985 0.063152 -0.71 -0.13 0.27
H 5.255173 -0.263013 1.540795 -0.90 0.94 -0.19
H -1.009849 -0.001768 -7.150678 0.62 -0.12 0.35
C -2.080243 -2.403712 -3.592353 1.80 0.02 1.03
N 1.543028 1.130493 -0.860639 -0.81 2.24 0.39
H -6.371907 -0.997498 5.287965 0.02 0.33 -0.04
C 0.430808 -3.590698 1.547009 -0.91 0.86 0.18
H 1.426462 -5.155459 2.635178 -0.64 -0.06 -0.71
C 4.303254 -0.611385 -2.922145 2.83 -1.09 0.28
C 3.091244 0.452572 -6.114149 -1.07 -0.39 -1.31
C -0.539747 -0.831567 2.558990 -0.32 -0.33 -0.68
```
Positions in Å, forces in eV/Å.

Output
- 2S+1: 4
- HOMO-LUMO gap (alpha / beta): 6.7 / 6.7 eV
- Lowest unoccupied orbital energy (alpha / beta): -0.8 / -0.7 eV
- <S²>: 3.76
- HOMO level (alpha / beta): -7.4 / -7.4 eV

# 3
The following is a quantum chemistry calculation of a cluster of 2 separate species, C15H26NO6P in total, from OMol25.

Structure (XYZ):
```
49
Properties=species:S:1:pos:R:3:forces:R:3
H 4.076949 -1.270499 -1.797850 -2.35 -0.26 0.36
H 0.455589 3.606608 5.263941 -0.01 0.25 -0.09
H -4.380961 -3.852287 -2.089094 -0.14 1.67 0.08
O 0.215942 0.302227 2.689417 -0.08 0.35 -0.50
H -0.080013 2.609103 2.987961 0.02 -0.19 0.21
C -0.848641 0.117416 -3.910200 -1.12 -2.98 2.69
C 1.233102 3.138063 4.651196 -0.32 -0.45 -0.36
C -3.629592 -0.220583 -4.042118 0.89 -3.18 2.87
H 0.952864 0.735937 0.779807 -0.08 0.06 0.04
C -3.556156 -1.369103 -3.052332 1.78 4.04 -1.23
H 2.168488 3.694064 4.784471 0.00 -0.09 -0.02
C -1.050287 0.245761 2.047212 0.12 0.11 0.45
O -2.504308 2.174164 -4.231540 0.94 -8.61 0.70
H -1.139716 1.017385 1.272716 0.02 -0.13 -0.04
H 1.908297 -0.088985 -3.227023 0.30 -2.55 0.30
H -1.211493 -0.742796 1.625161 -0.17 -0.09 -0.27
H 3.179055 1.450478 1.608332 -0.16 0.10 -0.06
H 2.194870 1.917829 6.970714 0.18 0.08 0.19
C 0.819567 3.191569 3.175707 0.24 0.25 0.07
H 1.792713 -0.530395 1.701686 0.22 0.01 -0.16
C 1.983092 -1.228069 -2.943064 0.78 -2.39 1.05
C -2.173068 -1.410668 -2.112781 -0.05 -0.29 3.91
H 0.563571 4.231932 2.940117 0.20 -0.10 0.02
C -2.342784 0.846709 -4.091824 -0.18 4.30 -0.31
O 1.854781 2.838278 2.247856 -0.19 -0.33 0.29
H 2.696628 1.227294 3.273097 -0.29 -0.11 -0.09
C 0.540334 -1.928323 -2.602823 -0.91 0.61 0.27
H -4.550485 -0.134361 -4.767715 2.05 0.06 1.63
H 2.666835 0.505484 5.993329 -0.15 0.17 0.03
H 3.357664 2.090559 5.612958 -0.05 0.06 0.08
H 0.523214 -2.173795 -1.458305 -0.24 0.54 -2.12
N -5.114985 -3.333935 -4.398197 -0.80 1.17 2.12
C 2.454825 1.579755 5.967703 -0.33 -0.22 -0.27
H -1.817887 0.444189 2.804009 0.19 -0.12 -0.07
H 2.568124 -3.021200 -3.806647 -0.06 2.04 -0.07
O -2.177806 -1.695860 -0.799317 -0.01 1.46 -8.24
H -6.110099 -3.222395 -4.692095 1.07 -0.06 0.32
O 1.361239 1.787005 5.086892 0.56 0.20 -0.03
P -4.896082 -2.727381 -2.878716 -0.11 -1.32 -4.02
C 1.302163 0.445761 1.776760 0.04 0.16 0.68
O 2.616700 -2.042254 -4.033105 -0.85 0.27 1.00
C 2.942675 -1.483088 -1.597102 -1.29 0.34 -0.04
H -6.157219 -2.250070 -2.362177 1.14 0.00 0.47
H 2.799933 -2.617218 -1.256249 0.36 2.46 -0.79
H 0.095396 0.435300 -4.524703 -2.19 -0.39 1.31
C -0.776229 -1.012281 -2.941984 -0.74 2.17 -1.73
C 2.313460 1.481543 2.280056 0.01 0.02 -0.12
H 0.408798 -2.968105 -3.171630 0.36 2.36 1.07
H 2.470944 -0.790761 -0.752512 1.36 -1.48 -1.57
```
Positions in Å, forces in eV/Å.

Output
- SMILES: C[C@@H](O)CC1=CC(=O)C=C([PH2]=N)C1=O.COCCOCCOC
- 2S+1: 1
- Energy above the lowest of the compared OMol25 structures with the same formula, charge and spin: 146.5 kcal/mol
- HOMO-LUMO gap: 6.8 eV
- Lowest unoccupied orbital energy: -1.9 eV
- HOMO level: -8.7 eV

# 4
The following is a quantum chemistry calculation of a structure of composition C5H7F2N2O3W, from OMol25.

Structure (XYZ):
```
20
Properties=species:S:1:pos:R:3:forces:R:3
H 1.547804 1.720971 0.552440 -0.09 0.00 0.03
N -0.868532 0.733569 -0.343580 0.30 -0.75 -0.61
C -2.326405 -1.115448 -1.270285 -1.12 1.20 -0.94
O 0.202550 1.441388 -2.345439 -0.51 0.03 0.05
H 2.077461 -0.754696 -1.075073 -0.06 -0.29 0.11
O -2.926025 -1.927362 -1.734610 0.25 -0.44 0.23
C -2.083639 0.386932 -1.090329 0.30 0.21 0.34
N 1.903986 -0.313310 -0.160260 0.36 0.67 -0.19
H -0.379253 -0.560399 3.834741 -0.34 0.05 -0.09
C 1.588603 1.182488 -0.406162 0.35 0.33 -0.12
O -0.827703 -1.736997 -0.037883 0.85 -0.44 1.48
H 2.382579 1.662121 -0.991635 0.12 -0.14 0.03
C 0.287175 1.225863 -1.198780 0.30 0.49 0.16
F 1.197909 0.052167 2.567731 -0.14 0.20 0.26
W 0.053324 -0.533610 0.757610 -1.34 -0.43 -1.34
C -0.007253 -0.678364 2.814499 0.89 -0.56 0.00
F 0.436592 -1.955183 2.460526 -0.09 0.04 0.53
H -2.059558 0.789614 -2.113281 0.04 0.04 -0.01
H 2.785767 -0.384714 0.371057 -0.03 -0.12 0.07
H -2.985382 0.764971 -0.591285 -0.05 -0.08 0.02
```
Positions in Å, forces in eV/Å.

Output
- 2S+1: 1
- Energy above the lowest of the compared OMol25 structures with the same formula, charge and spin: 37.9 kcal/mol
- HOMO-LUMO gap: 8.3 eV
- Lowest unoccupied orbital energy: -15.9 eV
- HOMO level: -24.2 eV
- Total charge: +3

What is the 2S+1 in the fourth record? 1

What is the 2S+1 in the third record? 1